[1]
12
Properties=species:S:1:pos:R:3:forces:R:3 method="wB97M-V/def2-TZVPD" total_energy_ev=-19467.3912 smiles=C[C@@H](Cl)B(O)O homo_lumo_gap_ev=10.65 de_lowest_ev=0.182 homo_energy_ha=-0.380
B 0.617346 -0.628342 0.763693 0.557 -0.567 -0.896
C -0.767316 -0.735177 -1.693097 0.213 -2.248 -0.401
C -0.601050 -0.378652 -0.260069 0.477 -1.090 1.580
O 1.333107 -1.783763 0.820625 -3.139 -0.708 -2.504
O 0.987431 0.400683 1.565195 -0.140 0.267 3.512
Cl -1.896262 -1.304896 0.765952 0.432 0.496 -0.519
H -0.672608 -1.872078 -1.759509 0.091 1.464 -0.334
H -0.000944 -0.242854 -2.354239 -0.978 -0.373 0.607
H -1.825364 -0.518391 -1.923731 0.663 0.172 -0.522
H -0.860057 0.625675 -0.138302 -0.602 1.625 0.421
H 2.086795 -1.846271 1.321986 2.562 0.085 1.926
H 1.144210 0.105104 2.543885 -0.136 0.878 -2.869



[2]
93
Properties=species:S:1:pos:R:3:forces:R:3 method="wB97M-V/def2-TZVPD" total_energy_ev=-95333.0230 multiplicity=4 homo_lumo_gap_ev="6.47 / 6.47" de_lowest_ev=5.918 total_charge=+1 s2=3.843 homo_energy_ha="-0.446 / -0.446"
V 12.721563 -20.304424 -23.348852 -0.476 1.616 4.519
C 10.210839 -17.817980 -20.698018 -1.366 -0.169 0.394
C 11.682475 -17.995729 -20.838182 0.623 0.413 -0.448
O 12.124850 -19.063840 -21.658381 0.846 -1.841 -2.884
H 9.616079 -18.017472 -21.589400 0.313 -0.343 -0.129
H 9.983366 -16.769448 -20.505796 0.135 0.053 0.387
H 9.810992 -18.401607 -19.868802 -0.254 -0.056 -0.156
H 12.147889 -18.113116 -19.859556 -0.012 -0.113 0.214
H 11.993902 -17.006120 -21.172517 0.818 -0.213 -0.577
C 13.547206 -21.328808 -19.011998 -1.528 0.237 2.157
O 14.784372 -21.519757 -19.626567 0.185 -0.802 -2.780
C 14.792923 -21.756603 -20.952183 1.866 1.168 0.385
O 13.789953 -21.724333 -21.697093 1.741 0.189 0.282
O 16.105201 -21.909281 -21.379367 -3.675 0.790 -1.036
C 17.178522 -21.866361 -20.479639 1.530 -0.520 2.209
H 13.023771 -20.399290 -19.235865 0.363 0.078 -0.578
H 13.812961 -21.288910 -17.955645 -0.147 0.049 0.024
H 12.827904 -22.142520 -19.104589 0.335 -0.203 -0.482
H 18.141838 -21.538843 -20.870618 -0.454 -0.346 -1.301
H 17.291627 -22.870131 -20.070064 0.194 0.040 0.021
H 17.138744 -21.186561 -19.628528 -1.083 0.089 -0.053
C 14.005476 -15.480800 -22.686742 0.831 1.778 -0.779
O 14.343900 -14.082758 -22.482623 0.764 1.416 0.909
C 15.573196 -13.560345 -22.792862 0.908 -1.641 -1.408
O 16.369138 -14.142157 -23.535761 -1.359 1.250 1.518
O 15.760331 -12.368567 -22.196551 -1.381 -0.154 0.339
C 16.843203 -11.521718 -22.621580 0.870 -1.136 -1.306
H 13.008365 -15.544801 -22.251117 0.352 -0.316 0.105
H 14.784147 -16.099867 -22.241166 -0.341 -0.208 0.033
H 13.955014 -15.587038 -23.770374 0.003 -0.591 0.014
H 17.037139 -10.608488 -22.059000 -0.782 -0.549 0.762
H 16.676768 -11.187262 -23.645563 -0.126 -0.203 -0.090
H 17.718403 -12.171420 -22.617551 0.278 0.385 -0.064
C 11.952107 -18.441964 -16.598705 0.534 0.246 -0.003
O 11.891530 -17.305134 -15.723003 0.578 -0.509 -0.623
C 10.861385 -17.292601 -14.889849 -1.583 -2.042 -0.359
O 10.075947 -18.241401 -14.764554 1.288 2.209 0.167
O 10.853601 -16.117735 -14.297016 -0.330 0.727 0.204
C 9.648405 -15.837050 -13.585407 -1.218 -0.939 0.184
H 11.544556 -19.342319 -16.138948 -0.063 0.211 -0.045
H 13.007743 -18.576179 -16.834778 0.079 -0.033 0.179
H 11.458876 -18.201778 -17.540583 -0.390 -0.017 0.129
H 8.796231 -16.191671 -14.165181 0.081 -0.194 -0.125
H 9.419509 -14.784178 -13.420577 1.072 0.040 0.002
H 9.654317 -16.427543 -12.669223 -0.043 0.368 0.183
C 8.204310 -20.181329 -22.632179 0.525 -0.856 0.236
O 7.076052 -20.818012 -22.069103 -1.901 -0.080 0.847
C 6.482392 -20.288499 -20.955972 -0.672 0.964 1.177
O 6.835354 -19.289670 -20.345107 -0.118 -1.492 -1.262
O 5.390882 -21.037693 -20.597384 2.497 -0.021 -2.453
C 4.544185 -20.645910 -19.548723 -0.234 0.711 0.063
H 8.024706 -19.209297 -23.091515 -0.111 0.248 0.717
H 8.519720 -20.819744 -23.457433 -0.235 -0.240 -0.038
H 8.978196 -20.277049 -21.870564 0.306 0.949 -0.171
H 3.966082 -19.761239 -19.815629 0.023 0.088 -0.175
H 5.127984 -20.377667 -18.668196 -0.243 -0.496 0.232
H 3.858859 -21.492501 -19.507279 0.145 0.168 0.773
C 16.447316 -13.499227 -18.589798 0.598 0.509 -0.420
O 15.589428 -14.575159 -18.992304 0.977 -2.372 -0.120
C 16.141178 -15.880576 -19.164413 0.943 2.909 1.154
O 17.322858 -16.150381 -19.049943 -2.114 -0.012 -0.402
O 15.098796 -16.665948 -19.404777 -0.147 0.208 0.260
C 15.325501 -18.067417 -19.509041 0.401 0.155 0.009
H 15.791883 -12.646513 -18.412623 -0.059 -0.238 0.013
H 17.159969 -13.209001 -19.361803 -0.236 -0.191 -0.454
H 17.097456 -13.637918 -17.725977 -0.518 -0.721 0.312
H 14.335561 -18.488396 -19.684793 0.275 -0.059 -0.424
H 15.720478 -18.511720 -18.595433 0.077 0.294 0.185
H 16.069704 -18.201204 -20.294123 -0.262 -0.510 -0.197
C 7.276613 -13.621587 -17.442228 -0.697 -1.055 0.992
O 8.655471 -13.381073 -17.704590 -0.583 0.832 -0.149
C 9.598149 -14.301931 -17.620365 0.042 -2.137 -0.633
O 9.566705 -15.436930 -17.194691 -0.824 0.718 0.316
O 10.648168 -13.819123 -18.252164 -0.140 2.262 0.089
C 11.692399 -14.574115 -18.713939 2.156 -1.365 -0.356
H 6.683159 -12.707988 -17.477653 0.740 0.256 -0.062
H 7.137625 -14.075194 -16.460887 0.198 0.161 0.195
H 6.774045 -14.321594 -18.109703 0.624 -0.071 -0.528
H 12.676208 -14.150700 -18.511597 -0.244 0.806 0.295
H 11.670680 -14.620429 -19.802741 -0.368 -0.278 -0.107
H 11.829357 -15.555592 -18.260024 -0.813 -0.240 -0.045
C 9.386018 -15.210856 -23.571990 -1.040 0.105 1.073
O 9.002146 -14.955417 -24.910013 1.826 -0.967 0.398
C 7.755489 -14.558899 -25.087263 -1.056 1.357 1.822
O 6.945203 -14.246843 -24.221822 1.075 -0.745 -1.411
O 7.655455 -14.470114 -26.376925 -0.069 0.288 -2.128
C 6.549271 -13.853029 -26.984192 -2.087 0.263 0.199
H 8.902602 -16.130046 -23.241100 -0.239 0.064 0.203
H 9.011164 -14.361446 -23.000940 0.159 -0.272 0.481
H 10.445312 -15.358190 -23.361546 0.150 0.377 -1.025
H 6.606886 -13.834140 -28.072511 0.643 -0.368 0.225
H 6.328399 -12.834558 -26.664777 0.690 0.128 0.314
H 5.640522 -14.386370 -26.705238 -0.038 -0.247 -0.119



[3]
11
Properties=species:S:1:pos:R:3:forces:R:3 method="wB97M-V/def2-TZVPD" total_energy_ev=-15070.6799 homo_lumo_gap_ev=7.03 de_lowest_ev=0.726 total_charge=-1 homo_energy_ha=-0.099
C 0.558678 1.430784 -0.276070 0.843 0.866 0.880
C 1.080331 0.296004 0.714973 0.618 0.410 -0.907
S 0.567160 -1.337979 -0.058109 0.787 0.330 0.668
H 0.142863 2.417465 0.047796 0.311 -0.745 0.637
H -0.145609 1.029582 -0.934726 -1.565 -0.898 -0.582
H 1.310267 1.722194 -1.005954 0.755 -0.069 0.195
H 0.719803 0.357559 1.786643 0.314 0.208 -1.301
H 2.239376 0.382251 0.694285 -1.875 -0.289 0.369
H -2.493125 -2.262203 0.383534 0.069 0.455 -1.944
H -1.489855 -1.961654 -0.746872 -1.349 0.316 0.398
O -2.489890 -2.073998 -0.605504 1.092 -0.584 1.587



[4]
65
Properties=species:S:1:pos:R:3:forces:R:3 method="wB97M-V/def2-TZVPD" total_energy_ev=-36989.1451 homo_lumo_gap_ev="2.10 / 2.09" de_lowest_ev=7.435 total_charge=-2 homo_energy_ha="0.091 / 0.092"
Ag -12.493395 -4.407579 6.833727 0.384 -0.028 0.867
C -15.358047 -3.467159 9.714624 3.074 2.617 -0.276
C -14.450374 -2.742181 10.629554 1.806 -1.193 0.182
C -13.001041 -3.107064 10.666645 -2.858 -2.426 -1.090
C -12.575974 -4.239629 9.960669 1.732 1.105 -0.831
C -13.376974 -4.940183 8.861671 0.920 0.704 0.594
C -14.735336 -4.391446 8.911097 -3.276 -2.082 -1.754
H -16.141721 -2.707955 9.387671 0.128 -2.011 0.197
H -14.582859 -1.701669 10.714222 -0.624 1.408 0.554
H -12.343159 -2.608922 11.367004 0.259 0.317 -0.273
H -11.482807 -4.261440 9.698247 -0.729 -0.253 1.074
H -13.187995 -6.044620 8.690574 -0.741 1.303 0.762
H -15.406898 -4.886892 8.149566 0.462 0.595 0.445
C -13.520251 -7.862899 3.296652 0.869 -1.975 -0.236
N -13.207288 -6.462013 3.218919 -0.016 0.523 0.327
C -11.805475 -6.146773 3.479331 3.355 -0.991 1.436
C -13.963361 -5.720960 4.162195 -0.566 1.155 -0.043
O -14.041320 -6.002535 5.344288 -0.253 -0.161 -0.572
N -14.498417 -4.592243 3.585139 0.302 -0.349 2.812
C -14.914467 -3.460930 4.458761 -1.976 -0.702 -0.752
C -14.859523 -4.455890 2.231878 -1.703 0.439 -1.534
H -12.792835 -8.383309 2.571118 -1.263 0.536 0.791
H -14.616117 -8.053767 2.964996 1.840 0.220 0.740
H -13.251649 -8.325117 4.329010 -0.842 0.718 -1.402
H -11.198331 -6.459828 2.539207 -0.721 0.577 1.739
H -11.394659 -6.689198 4.461429 -0.847 -0.160 -2.016
H -11.409080 -5.160817 3.972675 -1.995 -0.538 -1.775
H -13.082360 -2.654038 4.574845 -0.221 0.548 -0.140
H -14.951735 -3.728909 5.549698 -0.049 -0.338 -1.035
H -15.993159 -3.247282 4.056695 1.586 0.139 1.121
H -14.757710 -5.428999 1.626214 -0.049 1.692 1.047
H -14.312846 -3.591495 1.784015 -0.217 -0.848 -0.056
H -15.983307 -4.090794 2.277135 1.762 -0.912 -0.627
C -13.292638 -1.144352 6.800770 -4.289 -3.513 -0.005
C -14.181539 -0.516784 5.739623 0.713 1.910 2.322
C -14.604117 0.826065 6.096673 -1.443 -2.824 -3.444
C -15.475228 1.398539 5.151684 0.386 0.195 0.313
C -15.783688 0.885934 3.871737 1.570 -1.456 2.394
C -15.288135 -0.409475 3.589178 0.022 1.950 -0.713
C -15.516705 -0.934827 2.223374 -0.616 -1.939 -1.123
C -14.494461 -1.069246 4.505157 0.269 -0.898 1.016
N -14.030658 -2.367673 4.214238 0.707 -0.155 -0.731
H -13.224282 -0.408433 7.544788 2.050 0.537 1.127
H -12.930584 -2.154040 6.537124 2.372 1.255 -0.243
H -13.879424 -1.956625 7.553304 -0.381 2.052 -1.371
H -14.446199 1.178480 7.086899 0.124 0.520 0.463
H -15.967577 2.289428 5.447103 -0.311 1.119 0.089
H -16.325276 1.494825 3.186782 -0.492 0.080 -0.498
H -15.980915 -0.045287 1.672406 0.514 -1.826 0.048
H -16.199525 -1.889821 2.314578 0.680 2.050 -0.526
H -14.598770 -1.432590 1.709167 -1.264 1.455 0.906
C -9.724583 -2.173794 6.079767 0.285 3.086 3.101
C -10.266808 -2.692668 4.836062 -4.061 -0.248 -0.148
C -10.560703 -1.533665 3.899282 1.212 -1.379 -3.404
C -9.352987 -3.628464 4.181826 2.751 -1.575 -2.400
O -11.561122 -3.391694 5.107161 1.877 0.802 -1.020
H -8.833131 -1.442302 5.850253 -1.142 -1.622 0.768
H -9.559011 -2.978121 6.809518 0.713 0.132 -0.293
H -10.497302 -1.519047 6.689855 1.232 -1.100 -1.590
H -9.596131 -0.963546 3.617662 -1.447 -0.640 0.442
H -11.317676 -0.902369 4.253064 -0.919 1.098 0.760
H -10.988972 -2.019137 2.908500 0.834 1.069 1.716
H -8.250654 -3.022938 3.948182 -2.778 -1.966 0.742
H -9.802811 -3.908856 3.076747 1.242 0.343 2.848
H -9.227715 -4.575218 4.893583 0.060 1.864 -1.822